Record 1
Entry from the OMol25 dataset: C37H48AlBr2CaCl2F3LiN4O13PS3 as an isolated structure at a distorted geometry (the ωB97M-V functional and the def2-TZVPD basis).

Element x y z (Å)
C  -4.96621  6.74900  1.10805
C  -4.06272  5.50885  0.89567
C  -2.81717  5.95013  0.11123
C  -2.00203  4.82006  -0.51801
C  -1.35188  3.84412  0.51750
C  -2.16851  2.55095  0.48950
C  -1.59977  1.40423  1.33167
C  -0.32456  0.85151  0.78149
C  0.85513  1.23812  1.36344
C  2.11411  0.80989  0.92940
C  3.31865  1.32867  1.77095
C  3.67873  0.18497  2.78736
C  5.06628  -0.46132  2.59423
C  5.90044  -0.54716  3.87968
S  5.78937  -2.20656  4.60275
C  6.45905  -1.94446  6.19854
N  7.60650  -1.40106  6.35220
N  7.80227  -1.31393  7.72065
C  6.78237  -1.83065  8.26528
O  5.86942  -2.25622  7.35955
C  2.23334  -0.03208  -0.16825
C  3.57716  -0.45914  -0.69610
C  3.91776  0.37138  -1.95431
C  4.35861  1.82882  -1.68384
C  3.18844  2.76070  -2.05102
S  3.22918  4.41108  -1.36948
O  1.88103  4.87093  -1.38959
O  4.11892  5.25078  -2.09412
Cl  3.83465  4.33323  0.57921
C  1.01540  -0.47850  -0.79148
C  -0.25241  -0.05135  -0.31279
C  -1.44431  -0.54092  -0.95275
O  -2.51525  0.17404  -1.23147
C  -1.31354  -2.00152  -1.31663
C  -2.35824  -2.99536  -1.16556
C  -2.07103  -4.30981  -1.47944
C  -0.79972  -4.64508  -1.97046
C  0.15372  -3.71781  -2.12645
P  1.73350  -4.25164  -2.72342
O  1.99142  -5.68782  -2.46345
C  -0.03927  -2.38873  -1.80707
C  1.00825  -1.41974  -1.91724
O  1.80572  -1.41338  -2.89093
H  -5.33139  6.81679  2.12742
H  -5.77926  6.78014  0.38851
H  -4.37252  7.65983  0.93014
H  -4.63915  4.77808  0.33305
H  -3.80289  5.11186  1.87661
H  -3.21545  6.63619  -0.67994
H  -2.16807  6.51725  0.78051
H  -2.68019  4.26724  -1.17032
H  -1.24796  5.26462  -1.16773
H  -0.32472  3.71786  0.18186
H  -1.40440  4.36342  1.47406
H  -2.33681  2.29414  -0.54840
H  -3.14621  2.80750  0.90047
H  -2.34309  0.60626  1.32090
H  -1.51239  1.76474  2.35302
H  0.80533  1.89914  2.21725
H  3.02089  2.17271  2.37863
H  4.20210  1.50359  1.17577
H  2.94391  -0.54628  2.62133
H  3.55000  0.49487  3.82200
H  4.91261  -1.49430  2.27010
H  5.65407  -0.00678  1.80312
H  5.59487  0.22804  4.57704
H  6.94417  -0.35199  3.65034
H  6.59046  -1.94107  9.31226
H  3.59753  -1.50405  -0.99544
H  4.34585  -0.25161  0.03487
H  4.71945  -0.13849  -2.49167
H  3.08085  0.41456  -2.64078
H  4.77008  2.00858  -0.69590
H  5.15769  2.05176  -2.38815
H  2.21510  2.32192  -1.85060
H  3.23017  2.92006  -3.12644
H  -3.31797  -2.70210  -0.76575
H  -2.82984  -5.10510  -1.31528
H  -0.60615  -5.68324  -2.18833
H  1.92616  -3.92366  -4.10763
H  2.70519  -3.48209  -2.01821
Ca  -2.79367  -1.14901  -3.01682
Br  -3.62498  8.48372  -1.41176
C  -3.09573  -8.16975  -6.10662
C  -1.74806  -7.57660  -5.64707
C  -1.23743  -8.40313  -4.45067
O  -1.93895  -6.28651  -5.25868
H  -3.83893  -8.12460  -5.30860
H  -3.48439  -7.62840  -6.97089
H  -2.98445  -9.22231  -6.39927
H  -1.03194  -7.76574  -6.47877
H  -1.93979  -8.36444  -3.61509
H  -0.26935  -8.03130  -4.10492
H  -1.10456  -9.45921  -4.72288
C  -1.61165  3.79408  5.57592
C  -2.52213  3.68321  4.44824
N  -3.24056  3.59306  3.55842
H  -0.62655  4.12659  5.25180
H  -1.98149  4.51009  6.30781
H  -1.49306  2.83503  6.07768
Al  4.21592  -4.47016  -4.03658
C  -5.64404  -5.31020  1.77303
F  -6.35965  -6.29085  1.21993
F  -6.00948  -5.19557  3.04299
F  -4.35955  -5.67054  1.73832
S  -5.90559  -3.72319  0.88850
O  -7.30529  -3.47004  0.96338
O  -5.43996  -4.04067  -0.51309
O  -5.06491  -2.77481  1.54447
N  -3.13889  9.53271  -4.47706
O  -3.96512  9.91448  -5.26737
O  -2.00624  9.21307  -4.75976
O  -3.53276  9.51392  -3.21131
Cl  -0.07025  -3.23811  0.92017
Li  1.60547  -1.59275  1.69992
Br  -4.56282  -4.39972  -2.19658

**Lowest unoccupied orbital energy**: -3.35 eV
**Electronic energy**: -11466.70768 Ha
**Molecular weight**: 1245.69 g/mol
**HOMO level**: -5.941 eV
**F_max**: 3.768 eV/Å


Record 2
Entry from the OMol25 dataset: the molecule C5H10O2 (the ωB97M-V functional and the def2-TZVPD basis).

Element x y z (Å)
O  -1.07231  -2.21688  -0.16820
C  -1.05951  -1.00501  -0.89912
C  -0.55317  0.11943  -0.00160
C  0.58181  -0.29450  0.93969
C  1.28156  1.03502  1.19783
O  1.14601  1.79525  0.00468
C  0.09374  1.27053  -0.78977
H  -1.21624  -2.93422  -0.79604
H  -0.39793  -1.08989  -1.77554
H  -2.06743  -0.76616  -1.27184
H  -1.38253  0.51034  0.60148
H  0.21281  -0.76806  1.85298
H  1.25155  -1.00322  0.44059
H  2.34893  0.92432  1.41708
H  0.81516  1.57419  2.03677
H  0.51681  0.90046  -1.73687
H  -0.61520  2.07231  -1.02965

**Lowest unoccupied orbital energy**: 0.87 eV
**Electronic energy**: -346.96652 Ha
**Molecular weight**: 102.13 g/mol
**HOMO level**: -9.490 eV
**SMILES**: OC[C@H]1CCOC1
**Relative energy (zero: lowest compared OMol25 entry of this formula, charge and spin)**: 154.68 kJ/mol
**F_max**: 0.438 eV/Å


Record 3
Entry from the OMol25 dataset: C38H40Br4CaCl3O6Sb as an isolated structure at a distorted geometry (the ωB97M-V functional and the def2-TZVPD basis).

Element x y z (Å)
Ca  0.96954  0.62820  -5.04727
Cl  6.82240  3.94196  -1.07306
C  5.91807  2.98863  -2.15250
C  5.48658  3.53670  -3.38430
C  4.63688  2.88098  -4.22727
Cl  4.21676  3.47704  -5.74916
C  4.09215  1.61680  -3.81723
O  3.07263  1.08582  -4.30239
C  4.89716  0.93770  -2.76504
Cl  4.82971  -0.71454  -2.43736
C  5.61686  1.65714  -1.80342
H  5.79988  4.55741  -3.61693
H  5.94073  1.17798  -0.85805
Br  -4.59096  3.76148  -7.62034
C  -3.06769  3.88863  -6.47885
C  -3.37490  3.95964  -5.12053
Br  -4.62357  5.37177  -4.68684
C  -2.68143  3.09887  -4.25049
Br  -3.35623  3.14428  -2.47521
C  -1.59494  2.33100  -4.69269
O  -0.98528  1.37984  -4.05436
C  -1.00889  2.84443  -5.96483
O  0.15331  2.40236  -6.32911
C  -1.80133  3.59058  -6.92760
Br  -1.31252  4.18257  -8.66489
O  0.11940  -1.21456  -3.69625
C  -0.24841  -2.31584  -4.50629
C  0.47055  -2.29537  -5.93190
O  0.08971  -3.11827  -6.76228
O  1.26262  -1.32118  -6.12665
C  -1.73012  -2.44727  -4.51248
C  -2.28580  -2.58766  -3.31507
C  -3.69606  -2.52791  -3.20304
C  -4.55423  -2.65145  -4.33650
C  -3.93958  -2.55851  -5.57264
C  -2.55268  -2.60890  -5.66689
C  0.44304  -3.60771  -3.96099
C  1.52069  -3.60714  -3.06621
C  1.74245  -4.70431  -2.33377
C  1.04294  -5.90775  -2.61538
C  0.05373  -5.98733  -3.55943
C  -0.20966  -4.80690  -4.28957
H  -0.75430  -0.65267  -3.53698
H  -1.64447  -2.86795  -2.41065
H  -4.24818  -2.44864  -2.27145
H  -5.59719  -2.83349  -4.18760
H  -4.50122  -2.56581  -6.51459
H  -2.03924  -2.84778  -6.61044
H  2.05415  -2.65434  -2.96340
H  2.54473  -4.72192  -1.59826
H  1.49838  -6.84694  -2.30742
H  -0.49432  -6.91054  -3.86962
H  -0.82256  -4.93577  -5.15830
C  0.50824  3.14969  3.30588
C  -0.06478  2.69658  4.65641
C  0.67184  3.43019  5.72993
C  -1.57006  2.95076  4.92741
Sb  0.19124  0.47359  4.72684
C  1.48274  0.01204  6.65333
C  1.37511  -1.44846  6.90987
C  2.83770  0.34367  5.95448
C  1.05224  0.86951  7.84002
C  -1.80973  -0.72367  5.08681
C  -2.75954  -0.51744  3.91916
C  -1.40180  -2.26613  5.24953
C  -2.45020  -0.30612  6.46109
H  0.59912  4.24779  3.23586
H  -0.22131  2.86968  2.43667
H  1.49421  2.76430  2.92618
H  0.62675  4.49609  5.49621
H  1.71279  3.09706  5.80455
H  0.29836  3.27425  6.73044
H  -1.78725  4.03733  4.93366
H  -1.85025  2.58096  5.91967
H  -2.17093  2.48930  4.16488
H  1.49096  -2.07464  6.02135
H  0.44606  -1.73358  7.39872
H  2.19486  -1.78954  7.54362
H  2.79981  -0.01987  4.91329
H  3.68700  -0.25640  6.37620
H  3.02380  1.45323  5.95860
H  -0.05662  0.71013  7.99652
H  1.21953  1.89355  7.71098
H  1.48841  0.50173  8.80044
H  -2.18214  -0.79731  3.00832
H  -2.92654  0.52058  3.87656
H  -3.67369  -1.16542  4.06332
H  -0.62347  -2.74613  4.64409
H  -2.38818  -2.76341  5.14231
H  -1.08351  -2.51370  6.27233
H  -2.91067  0.67320  6.56099
H  -1.69167  -0.47046  7.29038
H  -3.15772  -1.11628  6.73685

**Lowest unoccupied orbital energy**: 3.00 eV
**Total charge**: -2
**Electronic energy**: -14518.00490 Ha
**Molecular weight**: 1180.54 g/mol
**HOMO level**: -1.494 eV
**Relative energy (zero: lowest compared OMol25 entry of this formula, charge and spin)**: 118.32 kJ/mol
**F_max**: 4.525 eV/Å


Record 4
Entry from the OMol25 dataset: C23H35N8O2Ta as an isolated structure (the ωB97M-V functional and the def2-TZVPD basis).

Element x y z (Å)
Ta  -0.34432  0.22025  0.79780
C  -3.08257  0.19673  -2.78941
C  -2.00127  0.27319  -1.78559
N  -2.05811  -0.07672  -0.54285
C  -3.27939  -0.59195  0.09937
C  -3.47691  0.18727  1.39107
N  -2.18502  0.31619  2.16577
C  -2.07933  -0.63265  3.32631
C  -1.68356  -1.98600  2.78604
N  -0.48576  -1.76120  1.91924
C  0.82866  -2.00222  2.64070
C  1.81657  -0.89362  2.23748
N  1.48886  -0.39974  0.89197
C  1.84360  -1.13813  -0.33106
C  2.77842  -2.30774  -0.13463
C  1.58897  1.17696  -1.31720
C  1.65999  2.28657  -2.37600
C  0.88408  1.91165  -3.61825
C  -0.23394  1.18174  -3.48994
C  -0.63443  0.79278  -2.15982
N  0.15977  0.86488  -1.14243
H  -3.08710  -0.80132  -3.24837
H  -2.93193  0.92317  -3.58533
H  -4.07083  0.35509  -2.36069
H  -3.14297  -1.66208  0.26976
H  -4.15538  -0.48266  -0.53702
H  -4.24101  -0.27576  2.01626
H  -3.81553  1.19535  1.14939
H  -2.21754  1.24884  2.57384
H  -3.01525  -0.65797  3.88549
H  -1.30452  -0.25152  3.99786
H  -2.48335  -2.42846  2.19302
H  -1.45901  -2.69113  3.58571
H  -0.49624  -2.43849  1.15528
H  1.18592  -2.99807  2.38629
H  0.65434  -1.98486  3.71566
H  2.85737  -1.21141  2.30232
H  1.72680  -0.04925  2.93251
H  3.72056  -1.98591  0.30631
H  3.02203  -2.76898  -1.09167
H  2.33180  -3.07199  0.49871
H  2.67783  2.60687  -2.59699
H  1.21637  2.27921  -4.58261
H  -0.84909  0.93041  -4.34289
C  3.85690  0.12618  -1.32189
C  2.35698  -0.15066  -1.43988
O  0.47084  -1.60714  -0.63699
C  0.20490  -2.33816  -1.87033
C  -0.57445  -3.59033  -1.54971
H  4.16897  0.89015  -2.03346
H  4.44331  -0.76015  -1.55201
H  4.12213  0.47221  -0.32065
H  2.14976  -0.61517  -2.40841
H  1.93532  1.62934  -0.38722
H  1.15473  -2.56596  -2.35101
H  -0.35299  -1.67685  -2.54388
H  -0.00034  -4.25656  -0.90551
H  -0.79700  -4.13258  -2.46916
H  -1.53161  -3.35940  -1.07321
N  -0.01804  3.76390  2.88612
C  0.16039  3.32675  1.66619
O  -0.07646  2.04306  1.41626
C  0.65488  4.21947  0.66330
C  1.02865  5.53884  1.07165
N  1.29920  6.56102  1.51928
C  0.85058  3.80203  -0.61205
N  0.95112  3.38737  -1.70432
H  -0.24908  3.15367  3.65680
H  0.16372  4.74162  3.10868

**Lowest unoccupied orbital energy**: -14.36 eV
**Total charge**: +4
**Electronic energy**: -1541.51528 Ha
**Molecular weight**: 636.54 g/mol
**HOMO level**: -20.899 eV
**Relative energy (zero: lowest compared OMol25 entry of this formula, charge and spin)**: 21.94 kJ/mol
**F_max**: 0.844 eV/Å


Record 5
Entry from the OMol25 dataset: the molecule C16H24ClN3O (the ωB97M-V functional and the def2-TZVPD basis).

Element x y z (Å)
C  -4.48103  0.68608  2.01358
H  -4.97940  0.20561  2.85171
H  -5.21201  1.29761  1.49179
H  -3.69529  1.33297  2.39342
C  -3.87650  -0.37427  1.09089
N  -2.95763  0.24794  0.14033
C  -3.61706  0.95936  -0.93352
H  -4.41223  1.56484  -0.50600
H  -4.05382  0.30805  -1.70378
H  -2.91033  1.63585  -1.40985
C  -1.85001  -0.63148  -0.23260
H  -2.18817  -1.68420  -0.26769
C  -0.75244  -0.51641  0.84148
H  -1.15069  -0.77108  1.82355
H  -0.41044  0.51932  0.87404
C  0.41218  -1.44719  0.50062
N  0.96218  -1.11555  -0.79251
C  2.10266  -0.41529  -1.07832
O  2.42959  -0.18157  -2.22486
N  2.85095  -0.03155  0.01587
C  4.11624  0.54811  0.02886
C  4.88706  0.73108  -1.11733
C  6.14332  1.29881  -1.02729
C  6.64158  1.68763  0.20514
C  5.88899  1.51290  1.35483
C  4.63389  0.94552  1.26264
H  4.04733  0.80800  2.16070
H  6.28165  1.81743  2.31219
Cl  8.21677  2.39767  0.31444
H  6.73627  1.43875  -1.91726
H  4.49169  0.43270  -2.07325
H  2.42887  -0.11353  0.92733
C  -0.02585  -1.25440  -1.84273
H  0.45760  -1.00811  -2.78854
C  -1.21010  -0.31808  -1.58766
H  -1.93097  -0.44118  -2.39502
H  -0.84652  0.71025  -1.59609
H  -0.36421  -2.29582  -1.87370
H  1.17318  -1.43333  1.28183
H  0.03829  -2.47761  0.43897
C  -4.98108  -1.22397  0.44730
H  -4.55665  -1.93605  -0.25797
H  -5.51093  -1.77940  1.21690
H  -5.69799  -0.59905  -0.07852
H  -3.26894  -1.03732  1.71604

**Lowest unoccupied orbital energy**: 0.57 eV
**Electronic energy**: -1323.80837 Ha
**Molecular weight**: 309.84 g/mol
**HOMO level**: -8.180 eV
**SMILES**: CC(C)N(C)C1CCN(C(=O)Nc2ccc(Cl)cc2)CC1
**Relative energy (zero: lowest compared OMol25 entry of this formula, charge and spin)**: 43.44 kJ/mol
**F_max**: 0.620 eV/Å


Record 6
Entry from the OMol25 dataset: C27H18AgCl5P as an isolated structure (the ωB97M-V functional and the def2-TZVPD basis).

Element x y z (Å)
Ag  -0.29472  0.33181  1.77897
C  0.22409  0.51772  3.78044
C  0.31437  0.36688  4.98881
C  0.37576  0.21490  6.40637
C  0.53760  -1.04755  6.99253
C  0.55333  -1.19462  8.36956
C  0.41061  -0.08927  9.19761
C  0.26634  1.17002  8.63031
C  0.25078  1.32385  7.25434
H  0.64384  -1.91047  6.34829
H  0.67786  -2.17971  8.80404
H  0.41107  -0.20701  10.27436
H  0.16641  2.03907  9.27037
H  0.13654  2.30414  6.81104
C  3.42703  0.68163  0.29614
P  1.67532  0.23397  -0.09115
C  1.84850  -1.58995  0.14096
C  2.01055  -2.51980  -0.88377
C  2.11889  -3.87288  -0.59537
C  2.07434  -4.32115  0.71545
C  1.94644  -3.40036  1.74415
C  1.84137  -2.04800  1.46134
C  1.66819  0.37980  -1.91714
C  0.52984  -0.08808  -2.58144
C  0.40671  0.00983  -3.95619
C  1.41922  0.60625  -4.69708
C  2.54254  1.09608  -4.05074
C  2.66860  0.98537  -2.67122
H  3.55138  0.58645  1.37433
H  3.61804  1.72112  0.02562
H  4.12518  0.02575  -0.22499
H  2.04494  -2.20340  -1.91609
H  2.23631  -4.58212  -1.40639
H  2.14093  -5.37991  0.93349
H  1.92463  -3.73206  2.77511
H  1.73021  -1.34002  2.27564
H  -0.26273  -0.53893  -2.00136
H  -0.47970  -0.37896  -4.44310
H  1.32171  0.69701  -5.77198
H  3.33204  1.56441  -4.62655
H  3.55795  1.37544  -2.19235
Cl  -1.79977  -2.78644  0.38228
C  -2.23101  -1.27661  -0.37559
C  -1.76084  -0.10175  0.19801
C  -2.15826  1.06343  -0.45739
Cl  -1.61295  2.57194  0.21571
C  -2.93389  1.08780  -1.61134
Cl  -3.37339  2.57617  -2.37797
C  -3.35112  -0.12154  -2.16342
Cl  -4.28026  -0.13937  -3.61872
C  -2.99940  -1.31424  -1.53710
Cl  -3.49002  -2.81948  -2.23817

**Lowest unoccupied orbital energy**: 2.51 eV
**Total charge**: -1
**Electronic energy**: -3828.97366 Ha
**Molecular weight**: 658.55 g/mol
**HOMO level**: -4.617 eV
**Relative energy (zero: lowest compared OMol25 entry of this formula, charge and spin)**: 0.00 kJ/mol
**F_max**: 0.626 eV/Å


Q: Which formula does entry 3 have?
A: C38H40Br4CaCl3O6Sb


Q: Which value of electronic energy does entry 4 give?
A: -1541.51528 Ha


Q: The lowest F_max belongs to which entry?
A: C5H10O2


Q: The lowest molecular weight belongs to which entry?
A: C5H10O2